Record 1
93
Properties=species:S:1:pos:R:3 method="wB97M-V/def2-TZVPD" e_homo_ev="-15.57 / -15.57" homo_lumo_gap_ev="5.827 / 5.921" total_charge=+3 relative_energy_ev=0.628
Y 0.203 -0.423 -0.515
P 2.593 0.674 -1.056
P -0.660 1.223 -2.900
P 1.050 -2.132 1.531
H -2.707 -2.256 -3.708
C -2.002 -1.979 -2.894
C -2.420 -1.790 -1.607
H -3.050 -0.919 -1.354
C 3.693 -0.125 -2.278
C 2.749 2.403 -1.642
C 3.740 0.773 0.359
C -2.336 1.234 -3.635
C -0.492 3.047 -2.936
C 0.337 0.792 -4.363
C -0.261 -3.281 2.131
C 1.605 -1.535 3.169
C 2.570 -3.129 1.223
H -0.927 -1.688 -3.174
H -2.151 -2.472 -0.782
H 4.669 0.377 -2.286
H 3.263 -0.073 -3.286
H 3.843 -1.179 -2.014
H 3.802 2.712 -1.563
H 2.148 3.078 -1.019
H 2.435 2.510 -2.689
H 4.697 1.181 0.007
H 3.913 -0.218 0.796
H 3.353 1.435 1.142
H -2.268 1.552 -4.691
H -2.971 1.953 -3.097
H -2.780 0.234 -3.562
H -0.503 3.368 -3.984
H 0.445 3.365 -2.472
H -1.342 3.480 -2.398
H -0.094 1.324 -5.218
H 0.297 -0.285 -4.547
H 1.381 1.092 -4.235
H 0.175 -4.084 2.751
H -0.799 -3.761 1.297
H -1.000 -2.726 2.737
H 1.643 -2.378 3.877
H 0.917 -0.784 3.572
H 2.613 -1.107 3.086
H 2.653 -3.975 1.921
H 3.453 -2.484 1.364
H 2.602 -3.509 0.193
C 0.113 -5.835 -1.726
C 1.229 -6.598 -2.113
C 1.104 -7.943 -2.477
C -0.168 -8.526 -2.489
C -1.304 -7.769 -2.156
C -1.157 -6.441 -1.772
S 0.259 -4.219 -1.024
H 0.763 -3.305 -1.991
H 2.195 -6.100 -2.151
H 1.977 -8.514 -2.795
H -0.284 -9.554 -2.824
H -2.312 -8.202 -2.219
H -2.012 -5.834 -1.504
C 2.231 3.758 4.406
C 2.460 2.455 3.934
C 1.667 1.954 2.902
C 0.640 2.734 2.354
C 0.409 4.038 2.831
C 1.214 4.547 3.862
As -0.499 1.765 1.071
C -1.928 1.295 2.353
C -2.559 0.049 2.219
C -3.495 -0.348 3.163
C -3.790 0.495 4.259
C -3.155 1.725 4.381
C -2.205 2.128 3.429
C -1.322 3.381 0.355
C -2.715 3.419 0.225
C -3.317 4.592 -0.240
C -2.533 5.689 -0.596
C -1.141 5.636 -0.488
C -0.523 4.479 -0.006
H 2.869 4.157 5.200
H 3.252 1.829 4.357
H 1.855 0.940 2.537
H -0.390 4.682 2.438
H 1.036 5.564 4.221
H -2.301 -0.630 1.401
H -3.996 -1.309 3.067
H -4.513 0.169 5.013
H -3.377 2.386 5.222
H -1.678 3.062 3.571
H -3.316 2.553 0.528
H -4.404 4.618 -0.328
H -3.007 6.586 -0.980
H -0.519 6.482 -0.792
H 0.567 4.445 0.124

Record 2
95
Properties=species:S:1:pos:R:3 method="wB97M-V/def2-TZVPD" e_homo_ev="-18.19 / -17.92" spin_multiplicity=4 homo_lumo_gap_ev="6.263 / 3.484" total_charge=+4
C 2.905 5.031 -2.586
C 1.835 4.334 -3.186
C 1.819 4.094 -4.584
C 2.935 4.517 -5.312
N 3.982 5.109 -4.730
C 3.964 5.413 -3.424
C 0.675 3.930 -2.476
C -0.356 3.584 -1.881
C -1.394 2.993 -1.107
C -1.062 2.098 0.010
C -2.149 1.373 0.631
C -3.273 1.304 -0.152
C -3.720 2.380 -0.944
C -2.731 3.251 -1.446
Tc -0.921 -0.197 -0.147
P 1.199 -0.314 -1.054
H 0.948 3.654 -5.052
H 2.875 5.280 -1.528
H 2.944 4.414 -6.422
H 4.811 6.021 -3.043
H -2.949 4.122 -2.081
H -0.427 2.646 0.713
H -4.760 2.603 -1.258
H -2.014 0.789 1.580
C 1.893 -2.014 -0.706
C 3.052 -2.560 -1.551
H 1.021 -2.679 -0.802
H 2.156 -2.018 0.365
H 3.201 -3.612 -1.265
H 2.830 -2.537 -2.627
H 4.002 -2.042 -1.367
C 1.481 0.029 -2.896
C 2.812 0.610 -3.405
H 0.683 0.760 -3.114
H 1.253 -0.876 -3.473
H 2.786 0.657 -4.508
H 2.949 1.642 -3.051
H 3.692 0.011 -3.122
C 2.521 0.835 -0.443
C 3.983 0.371 -0.342
H 2.246 1.093 0.583
H 2.447 1.768 -1.032
H 4.552 1.120 0.236
H 4.075 -0.582 0.199
H 4.485 0.276 -1.314
Br -4.135 -0.484 0.334
P -1.701 -1.489 -2.075
C -0.657 -2.432 -3.275
C -1.263 -3.665 -3.959
H 0.251 -2.728 -2.723
H -0.340 -1.724 -4.054
H -0.489 -4.123 -4.596
H -1.596 -4.427 -3.242
H -2.102 -3.395 -4.618
C -2.706 -2.829 -1.349
C -4.023 -3.091 -2.063
H -2.865 -2.568 -0.294
H -2.055 -3.714 -1.349
H -4.636 -3.748 -1.439
H -4.611 -2.186 -2.260
H -3.870 -3.620 -3.010
C -2.641 -0.344 -3.163
C -3.155 -0.847 -4.527
H -1.963 0.513 -3.339
H -3.471 0.051 -2.554
H -3.747 -0.049 -4.995
H -2.336 -1.084 -5.221
H -3.808 -1.725 -4.446
C -1.835 -2.959 7.258
C -0.422 -2.400 7.373
N -0.119 -1.361 6.365
C -0.810 -0.093 6.637
C -0.337 0.615 7.902
C 0.101 -1.810 5.066
O 0.161 -3.032 4.804
C 0.357 -0.769 4.050
C 1.113 0.350 4.405
C 1.321 1.316 3.452
C 0.742 1.159 2.190
N 0.085 0.027 1.799
C 0.010 -0.990 2.703
H -2.563 -2.241 7.667
H -1.891 -3.895 7.830
H -2.071 -3.171 6.202
H -0.268 -1.928 8.349
H 0.306 -3.209 7.242
H -0.669 0.607 5.810
H -1.897 -0.275 6.722
H 0.706 0.945 7.820
H -0.950 1.513 8.041
H -0.440 -0.004 8.798
H 1.495 0.421 5.424
H 1.903 2.207 3.630
H 0.948 1.966 1.481
H -0.308 -1.960 2.313

Record 3
94
Properties=species:S:1:pos:R:3 method="wB97M-V/def2-TZVPD" e_homo_ev="-18.12 / -18.35" spin_multiplicity=6 homo_lumo_gap_ev="6.951 / 4.277" total_charge=+4 relative_energy_ev=0.000
Ir -1.294 1.430 -1.393
P -0.439 -0.305 -2.728
P 0.851 2.275 -1.140
P -2.745 -0.051 -0.380
H -0.442 3.190 2.453
C -1.174 2.536 1.959
C -0.546 1.385 1.277
H 0.548 1.352 1.281
C -0.993 0.140 -4.427
C 1.349 -0.668 -3.001
C -0.945 -2.070 -2.610
C 1.215 3.688 -0.050
C 2.405 1.300 -0.834
C 1.011 2.974 -2.812
C -3.709 0.488 1.067
C -2.355 -1.775 0.165
C -3.977 -0.282 -1.714
H -1.942 2.224 2.682
H -0.960 0.384 1.486
H -0.575 -0.600 -5.115
H -0.608 1.137 -4.687
H -2.093 0.107 -4.475
H 1.423 -1.380 -3.838
H 1.755 -1.139 -2.090
H 1.910 0.235 -3.275
H -0.563 -2.577 -3.509
H -2.034 -2.195 -2.583
H -0.460 -2.511 -1.726
H 1.910 4.322 -0.613
H 1.721 3.331 0.856
H 0.307 4.246 0.209
H 3.008 1.310 -1.756
H 2.186 0.264 -0.535
H 2.986 1.783 -0.033
H 1.590 3.894 -2.672
H 0.024 3.240 -3.228
H 1.529 2.296 -3.502
H -4.568 -0.192 1.130
H -4.049 1.521 0.936
H -3.125 0.396 1.989
H -2.876 -1.963 1.115
H -1.279 -1.950 0.314
H -2.735 -2.488 -0.578
H -4.932 -0.475 -1.214
H -3.711 -1.107 -2.384
H -4.080 0.637 -2.318
C -3.735 4.150 -2.403
C -3.404 4.840 -1.239
C -4.169 5.936 -0.799
C -5.221 6.400 -1.595
C -5.525 5.778 -2.825
C -4.758 4.676 -3.246
Se -2.595 2.590 -2.947
H -1.724 3.169 1.265
H -2.520 4.553 -0.686
H -3.928 6.431 0.134
H -5.815 7.257 -1.280
H -6.327 6.173 -3.472
H -4.914 4.262 -4.243
O 0.932 -1.589 0.322
P 1.789 -2.217 1.390
C 1.184 -1.998 3.087
C 1.987 -2.305 4.199
C 1.513 -2.104 5.497
C 0.229 -1.583 5.693
C -0.582 -1.306 4.595
C -0.128 -1.539 3.295
C 1.944 -4.003 1.122
C 3.010 -4.732 1.667
C 3.052 -6.109 1.496
C 2.055 -6.761 0.762
C 1.004 -6.025 0.194
C 0.939 -4.646 0.379
C 3.471 -1.529 1.350
C 4.330 -1.935 0.310
C 5.610 -1.396 0.224
C 6.040 -0.439 1.146
C 5.163 0.003 2.139
C 3.874 -0.514 2.232
H 2.997 -2.697 4.057
H 2.143 -2.334 6.343
H -0.141 -1.397 6.698
H -1.591 -0.895 4.729
H -0.774 -1.356 2.433
H 3.796 -4.213 2.216
H 3.864 -6.675 1.937
H 2.085 -7.837 0.625
H 0.225 -6.518 -0.395
H 0.120 -4.058 -0.056
H 3.991 -2.696 -0.407
H 6.270 -1.735 -0.570
H 7.040 -0.027 1.075
H 5.484 0.758 2.852
H 3.190 -0.161 3.002